Molecular formula: C4H5Cl2P
Method: DFT, ωB97M-V with the def2-TZVPD basis set

Relative energy (zero: lowest compared OMol25 entry of this formula, charge and spin) ... 155.41 kJ/mol
Calculated total energy ... -38560.5654 eV
Gap between HOMO and LUMO ... 10.08 eV
HOMO energy ... -9.75 eV
LUMO ... 0.0123 Ha
SMILES ... P#CC[C@H](Cl)CCl

Last column: natural (NBO) charge in e.
Atoms and positions in Å:
P -3.190 0.481 -0.699  0.563
C -1.960 -0.292 -0.125  -0.531
C -0.763 -0.707 0.592  -0.563
C 0.439 0.169 0.414  -0.162
Cl 0.067 1.831 1.026  -0.072
C 1.124 0.222 -0.976  -0.431
Cl 2.878 0.248 -0.833  -0.041
H -1.148 -0.592 1.616  0.265
H -0.306 -1.688 0.517  0.248
H 1.195 -0.244 1.169  0.234
H 0.832 1.244 -1.167  0.254
H 0.834 -0.673 -1.533  0.236